Record 1
51
Properties=species:S:1:pos:R:3:nbo_charge:R:1 method="wB97M-V/def2-TZVPD" lumo_ev=-0.004 orbital_gap_ha=0.2730 de_lowest_kcal_mol=47.2
Pd 0.94558 -0.47967 -0.32134 0.430
O -1.31487 -1.62426 2.10209 -0.717
C -2.33294 -1.27518 1.17595 -0.097
C -1.93059 -3.38232 -0.16582 0.128
C -2.37865 -4.62760 -0.78773 -0.197
C -1.55005 -5.66610 -0.93936 -0.209
C -0.16676 -5.56483 -0.50716 -0.268
C 0.32337 -4.38500 -0.13782 0.026
N -0.49182 -3.21762 -0.16226 -0.494
H -0.75093 -0.85303 2.22231 0.482
H -1.97350 -0.50961 0.48413 0.210
H -3.20601 -0.87770 1.70187 0.178
H -3.42049 -4.70061 -1.06311 0.232
H -1.90757 -6.59441 -1.36341 0.220
H 0.47612 -6.43278 -0.50040 0.227
H 1.34548 -4.19206 0.14649 0.229
C 3.05252 0.56791 1.43119 -0.427
N 2.89569 0.45547 -0.02691 -0.437
C 3.99324 -0.34032 -0.58192 -0.410
C 2.87064 1.80706 -0.62555 -0.243
C 1.49802 2.40649 -0.48891 -0.117
C 1.32045 3.78493 -0.51550 -0.216
C 0.04231 4.31936 -0.45642 -0.226
C -1.04826 3.46463 -0.37466 -0.224
C -0.85550 2.08803 -0.34630 -0.265
C 0.41790 1.51757 -0.39452 -0.244
H 4.02497 1.01446 1.67636 0.180
H 2.98456 -0.41969 1.88389 0.214
H 2.25909 1.19690 1.82978 0.227
H 4.96246 0.13687 -0.38541 0.177
H 3.85776 -0.44669 -1.65641 0.213
H 3.98326 -1.32970 -0.12914 0.214
H 3.12943 1.70191 -1.68188 0.210
H 3.64312 2.43490 -0.16099 0.186
H 2.18051 4.44388 -0.58248 0.201
H -0.10147 5.39227 -0.47461 0.207
H -2.05212 3.87064 -0.33382 0.206
H -1.73270 1.45267 -0.29437 0.195
C 0.11440 -2.06714 -0.27076 0.017
C -2.76086 -2.48034 0.37860 -0.027
C -4.23203 -2.63099 0.20048 -0.069
C -5.03385 -3.00489 1.27652 -0.149
C -6.40622 -3.12426 1.12180 -0.224
C -6.99523 -2.86020 -0.10767 -0.214
C -6.20530 -2.47569 -1.18065 -0.208
C -4.83040 -2.36042 -1.02662 -0.204
H -4.57222 -3.21014 2.23524 0.211
H -7.01795 -3.42528 1.96254 0.214
H -8.06702 -2.95114 -0.22695 0.214
H -6.65867 -2.26220 -2.14012 0.215
H -4.20967 -2.06083 -1.86273 0.220

Record 2
136
Properties=species:S:1:pos:R:3:mulliken_charge:R:1 method="wB97M-V/def2-TZVPD" charge=-1 lumo_ev=1.542 orbital_gap_ha=0.2664
Tl 17.89343 10.50611 16.04040 1.562
C 14.89777 13.96273 15.92419 -1.107
C 13.49470 14.18809 15.54911 0.474
C 12.93417 13.06392 14.68667 -0.387
O 12.47799 13.21101 13.59622 -0.331
C 13.45843 11.65070 15.00481 -0.009
C 14.96358 11.68573 14.94694 -0.901
C 15.64354 12.84735 15.53699 1.347
O 16.86920 12.60880 15.81089 -0.786
O 15.54362 10.81693 14.30802 -0.686
O 12.96169 15.29785 15.70187 -0.800
H 15.49060 14.83285 16.23019 0.946
H 13.14819 11.03577 14.21085 0.845
C 12.30084 11.05995 19.21906 -1.086
C 13.63373 10.90064 18.86815 0.589
C 14.05306 11.02907 17.37166 0.461
O 15.15044 10.71786 17.04788 -0.544
C 12.88278 11.21854 16.32241 -0.382
C 11.67097 11.99121 16.89410 0.370
C 11.26356 11.64402 18.45169 0.079
O 10.12793 11.82863 18.81791 -0.683
O 11.05061 12.61343 16.11639 -0.495
O 14.49980 10.54930 19.65509 -0.742
H 12.01782 10.85219 20.25724 0.352
H 12.61300 10.21071 16.18185 1.014
C 11.93818 9.12302 10.85762 -1.435
C 11.96459 10.53676 10.29848 0.394
O 12.81405 11.29402 11.14990 -0.314
H 11.60577 9.11227 11.90581 0.235
H 12.93797 8.67038 10.78079 0.320
H 11.34013 8.43372 10.27112 0.443
H 11.01133 10.99404 10.35132 -0.107
H 12.35821 10.53873 9.26565 0.304
H 12.29684 11.74360 11.78204 0.034
C 11.80003 15.52529 19.32000 -0.793
C 13.22775 15.89179 18.87764 0.175
O 13.29913 16.95276 17.89477 -0.671
H 11.20856 16.37506 19.61996 0.336
H 11.86532 14.76644 20.11157 0.306
H 11.37971 14.96791 18.45324 -0.017
H 13.70268 15.01043 18.43041 -0.227
H 13.81042 16.13498 19.78078 0.395
H 13.09190 16.51910 17.03968 0.522
C 15.90435 7.44069 14.17995 -0.601
C 16.22393 6.04692 14.53826 -0.342
O 16.74770 5.94894 15.79160 -0.536
H 14.96333 7.74906 14.54029 0.331
H 15.95079 7.48075 13.05346 0.274
H 16.59888 8.17523 14.61125 -0.034
H 16.96700 5.59058 13.91609 0.302
H 15.34827 5.38704 14.37303 0.247
H 16.24746 6.37481 16.52457 0.325
C 18.91882 17.15105 14.72605 -1.474
C 17.83319 16.18436 15.07366 0.164
O 18.26605 15.13840 16.01340 -0.510
H 19.28412 17.72677 15.57739 0.329
H 18.56444 17.90277 14.01719 0.391
H 19.81767 16.74785 14.26946 0.335
H 17.37922 15.68404 14.20524 0.150
H 17.07437 16.66221 15.62515 0.342
H 17.83910 14.28052 15.79473 -0.127
C 21.65288 14.26648 17.46401 -1.165
C 20.75712 13.05297 17.66615 0.006
O 20.25615 12.59411 16.35177 -0.224
H 22.18096 14.29261 16.49702 0.228
H 22.24891 14.30251 18.33775 0.415
H 20.95529 15.09615 17.40289 0.263
H 19.95750 13.22103 18.38460 -0.041
H 21.36213 12.26729 18.19394 0.384
H 19.57784 13.25155 16.07681 0.068
C 17.24166 12.84408 19.28383 -0.861
C 17.99287 11.55295 19.60703 -0.403
O 17.45269 10.47247 18.80256 -0.567
H 17.30866 13.05358 18.21254 0.025
H 17.59011 13.74816 19.74197 0.483
H 16.19345 12.85065 19.56451 0.445
H 17.85708 11.40890 20.61916 0.402
H 19.06777 11.57549 19.49509 0.350
H 16.50572 10.70068 18.66166 0.252
C 13.75606 15.91969 12.42101 -0.549
C 13.27984 15.34233 11.09786 1.214
O 14.28465 15.60072 10.13195 -0.683
H 14.65071 15.44104 12.78885 0.022
H 12.89612 15.87518 13.14917 -0.214
H 13.90768 17.02626 12.26940 0.462
H 12.34135 15.84016 10.83377 0.170
H 13.09273 14.27582 11.08709 -0.814
H 14.62752 14.80991 9.72335 0.349
C 15.62797 11.64867 7.91480 -1.586
C 15.64866 12.04074 9.33953 1.270
C 16.81302 12.92786 9.80477 -1.140
O 14.37656 12.80034 9.53875 -0.417
H 14.68404 11.07078 7.84393 0.308
H 16.46474 11.00550 7.52119 0.358
H 15.65968 12.44881 7.19070 0.320
H 15.64023 11.17368 9.96175 0.186
H 17.74375 12.56443 9.35685 0.455
H 16.97193 13.06038 10.89121 -0.042
H 16.66383 13.95585 9.36675 0.267
H 13.84615 12.40219 10.24788 0.170
C 10.51725 16.90266 13.93494 -1.197
C 9.86103 15.60096 13.50949 2.311
C 9.23826 14.83153 14.60730 -1.202
O 8.81509 15.83979 12.53820 -0.515
H 9.90996 17.38660 14.68699 0.474
H 10.80823 17.46816 13.02943 0.324
H 11.46770 16.64129 14.49236 0.006
H 10.63265 14.94911 12.99335 -0.995
H 8.24582 15.23105 14.95814 0.443
H 9.93411 14.80396 15.45455 -0.002
H 9.15901 13.78656 14.26537 0.238
H 8.27227 16.58842 12.71254 0.290
C 19.51205 10.23697 12.32499 -1.068
C 20.23644 11.30024 13.00768 0.419
C 19.36986 12.64510 12.85682 -0.598
O 20.42914 10.90538 14.33545 -0.519
H 19.39088 10.31210 11.21885 0.330
H 18.46620 10.18098 12.67734 0.010
H 19.87892 9.25166 12.53446 0.365
H 21.10188 11.55325 12.46635 0.295
H 19.87271 13.41340 13.45759 0.271
H 18.35561 12.51606 13.15622 -0.279
H 19.24900 12.82728 11.78051 0.473
H 20.75021 11.63325 14.92021 0.418
C 8.24647 13.27061 8.29510 -1.560
C 9.26554 12.72909 9.21749 0.393
C 9.97573 13.81584 9.87957 -0.536
O 8.54092 11.91402 10.16552 -0.592
H 7.49038 13.83985 8.90259 0.292
H 7.63010 12.54419 7.78789 0.371
H 8.57698 14.06190 7.61895 0.370
H 9.89637 12.03143 8.71764 0.421
H 10.31092 14.50347 9.10320 0.365
H 10.89206 13.56947 10.46089 -0.262
H 9.19480 14.33291 10.43300 0.338
H 8.14260 12.45854 10.80905 0.375

Record 3
126
Properties=species:S:1:pos:R:3:mulliken_spin:R:1 method="wB97M-V/def2-TZVPD" charge=+1 lumo_ev="-2.032 / -7.636" s_squared=0.76 multiplicity=2 orbital_gap_ha="0.3141 / 0.1082" de_lowest_kcal_mol=44.8
C -5.17033 0.16798 -2.59245 0.000
O -5.93876 0.79951 -1.91876 0.000
N -3.95810 0.58952 -2.79778 0.000
N -5.43759 -0.97655 -3.14553 0.000
H -3.38188 -0.17821 -3.11190 0.001
H -3.56794 1.46389 -2.47632 0.000
H -6.33765 -1.33549 -2.86067 0.000
H -4.67015 -1.41663 -3.63283 0.000
C -0.92598 -0.53409 -0.80285 -0.001
O -1.59033 -0.84649 -1.78236 0.000
N -1.06345 0.58735 -0.23753 0.001
N -0.23249 -1.30099 -0.01750 0.001
H -0.41734 0.88154 0.48087 0.000
H -1.55296 1.35993 -0.66603 0.000
H -0.71092 -1.41908 0.86413 0.000
H -0.10483 -2.16815 -0.51932 0.000
C 3.60025 -2.12901 -1.17057 0.000
O 2.90886 -1.38162 -1.82861 0.002
N 4.67261 -2.63817 -1.71651 0.000
N 3.35785 -2.51524 0.02857 0.000
H 4.77527 -2.46089 -2.70551 0.000
H 5.34405 -3.13134 -1.14550 0.000
H 4.04721 -3.10825 0.46813 0.000
H 2.50801 -2.27140 0.51686 0.000
C -0.10688 -5.83110 -2.63307 -0.001
C 0.01479 -6.08204 -1.16041 0.002
C 0.49903 -7.51280 -0.65467 0.000
O 1.60458 -8.05377 -1.49157 0.000
C 2.33491 -9.14366 -1.01166 0.000
N 0.64475 -4.99527 -0.39538 0.000
H -0.88395 -5.13840 -2.95625 0.001
H -0.41277 -6.68056 -3.24377 0.000
H 0.90155 -5.69410 -3.02347 0.001
H -0.99716 -6.12118 -0.75726 0.000
H -0.34371 -8.20342 -0.62422 0.000
H 0.77070 -7.40674 0.39559 0.000
H 3.16312 -9.37816 -1.68037 0.000
H 1.54327 -9.89250 -0.98628 0.000
H 2.72654 -8.82308 -0.04629 0.000
H 1.44117 -4.81902 -0.99099 0.000
H 0.97690 -5.26847 0.51848 0.000
C 1.07645 -0.71410 -4.71652 -0.005
C 0.83312 -2.20989 -5.15766 0.002
C 2.11517 -3.22138 -4.96612 0.149
O 3.09885 -2.83976 -5.89314 0.093
C 4.40555 -2.74354 -5.31396 0.004
N -0.21521 -2.61734 -4.26054 0.703
H 1.61216 -0.65739 -3.76895 -0.002
H 0.13431 -0.17858 -4.59939 0.001
H 1.64372 -0.15721 -5.46230 0.000
H 0.37385 -2.22279 -6.14610 0.049
H 1.97868 -4.28514 -5.16074 0.001
H 2.52197 -3.22445 -3.95489 -0.006
H 5.16668 -2.47815 -6.04767 0.002
H 4.75701 -3.70759 -4.94629 0.001
H 4.56554 -1.94841 -4.58576 0.004
H 0.01756 -2.27721 -3.33846 0.002
H -0.19010 -3.62556 -4.31498 -0.006
C -1.79181 3.17377 3.39333 0.000
C -3.30364 3.40816 3.38566 0.000
C -3.93232 4.75226 3.88984 0.000
O -3.89347 4.61180 5.32477 0.000
C -4.73092 5.56725 5.94363 0.000
N -3.68799 3.14639 1.93269 0.000
H -1.37088 3.07155 4.39357 0.000
H -1.36683 4.08513 2.97273 0.000
H -1.59101 2.34748 2.71140 0.000
H -3.86012 2.67858 3.97400 0.000
H -4.92709 4.91086 3.47343 0.000
H -3.30308 5.58228 3.56856 0.000
H -5.64910 5.78431 5.39780 0.000
H -4.25287 6.54450 6.01120 0.000
H -4.96738 5.25691 6.96140 0.000
H -4.67486 3.15052 1.71782 0.000
H -3.39925 2.21010 1.68758 0.000
C -2.66820 -3.31788 3.11031 0.000
C -2.15202 -1.87519 3.30211 0.000
C -0.85446 -1.72626 4.00088 0.000
O -1.07289 -2.33507 5.21099 0.000
C -0.04751 -2.10227 6.19518 0.000
N -2.18695 -1.09491 2.10278 0.000
H -2.56704 -3.81103 4.07709 0.000
H -1.92557 -3.93457 2.60404 0.000
H -3.63363 -3.50830 2.64152 0.000
H -3.01700 -1.57005 3.89100 0.000
H -0.74933 -0.65124 4.14710 0.000
H -0.04464 -2.15154 3.40808 0.000
H -0.15525 -2.80013 7.02553 0.000
H -0.29247 -1.09889 6.54347 0.000
H 1.03544 -1.99074 6.14158 0.000
H -2.02037 -0.10978 2.25071 0.000
H -3.13303 -1.19937 1.76495 0.000
C -1.60355 3.32000 -3.46380 0.000
C -1.19764 3.28931 -1.98417 0.000
C -0.40155 4.59867 -1.55773 0.000
O 0.88156 4.55808 -2.12238 0.000
C 1.63328 5.78186 -2.22725 0.000
N -2.36773 2.99584 -1.23190 0.000
H -1.80984 2.38139 -3.97815 0.000
H -0.92422 3.66776 -4.24206 0.000
H -2.54247 3.87220 -3.50372 0.000
H -0.54207 2.42816 -1.85485 0.000
H -0.27004 4.58679 -0.47576 0.000
H -0.99290 5.45330 -1.88639 0.000
H 1.92044 6.11031 -1.22838 0.000
H 0.96731 6.52550 -2.66495 0.000
H 2.52709 5.82130 -2.84987 0.000
H -2.22613 3.19905 -0.25275 0.000
H -3.10103 3.61368 -1.54917 0.000
C 4.98187 5.37319 3.72520 0.000
C 4.44928 4.42786 2.58808 0.000
C 3.05226 3.78993 2.84061 0.000
O 2.41210 2.89473 1.83642 0.000
C 1.81285 3.54703 0.75319 0.000
N 4.51188 5.18674 1.39783 0.000
H 5.76612 6.04426 3.37489 0.000
H 5.38556 4.75726 4.52880 0.000
H 4.34246 6.13854 4.16509 0.000
H 5.24039 3.70960 2.37280 0.000
H 2.38798 4.56226 3.22835 0.000
H 3.19738 3.18537 3.73589 0.000
H 2.70278 3.93598 0.25840 0.000
H 1.22960 4.36908 1.16811 0.000
H 1.12685 2.92548 0.17770 0.000
H 4.22717 4.62076 0.61125 0.000
H 5.48495 5.43867 1.29899 0.000